{
  "formula": "C62H52N8O4P3Pd",
  "method": "ωB97M-V/def2-TZVPD",
  "spin_multiplicity": 5,
  "homo_lumo_gap_ev": [6.5, 4.2],
  "s2": 6.031,
  "homo_energy_ev": [-14.6, -14.6],
  "e_lumo_ev": [-8.04, -10.37],
  "charge": 3,
  "energy_ev": -116567.70179,
  "max_force_ev_per_a": 2.1,
  "species": ["Pd", "O", "C", "O", "C", "P", "C", "C", "C", "C", "C", "C", "C", "C", "C", "C", "C", "C", "H", "H", "H", "H", "H", "H", "H", "H", "H", "H", "H", "H", "O", "N", "O", "C", "C", "C", "C", "C", "C", "N", "C", "C", "N", "C", "C", "C", "C", "H", "H", "H", "H", "H", "H", "H", "C", "P", "C", "C", "C", "C", "C", "C", "C", "C", "C", "C", "C", "C", "P", "C", "C", "C", "C", "C", "C", "C", "C", "C", "C", "C", "C", "H", "H", "H", "H", "H", "H", "H", "H", "H", "H", "H", "H", "H", "H", "H", "H", "H", "H", "H", "H", "H", "H", "C", "C", "N", "C", "C", "N", "C", "N", "N", "N", "C", "C", "C", "C", "C", "C", "H", "H", "H", "H", "H", "H", "H", "H", "H", "H", "H"],
  "coordinates": [[-0.178, 0.093, 0.299], [3.951, 0.307, -0.625], [2.828, 0.710, -0.454], [1.764, 0.078, -0.821], [2.549, 2.063, 0.242], [0.758, 2.398, 0.035], [0.601, 3.127, -1.616], [1.441, 2.746, -2.664], [1.293, 3.325, -3.913], [0.312, 4.282, -4.129], [-0.535, 4.654, -3.094], [-0.404, 4.072, -1.847], [0.351, 3.756, 1.177], [0.791, 5.055, 0.922], [0.398, 6.085, 1.756], [-0.402, 5.828, 2.859], [-0.816, 4.533, 3.128], [-0.451, 3.501, 2.284], [3.174, 2.862, -0.162], [2.795, 1.969, 1.305], [2.218, 2.010, -2.511], [1.947, 3.036, -4.722], [0.210, 4.740, -5.101], [-1.296, 5.399, -3.265], [-1.064, 4.360, -1.040], [1.431, 5.256, 0.074], [0.700, 7.098, 1.542], [-0.704, 6.638, 3.502], [-1.433, 4.339, 3.990], [-0.803, 2.492, 2.462], [-4.642, -4.188, 4.893], [-4.788, -3.571, 3.872], [-5.744, -3.583, 3.140], [-3.664, -2.717, 3.486], [-2.967, -2.126, 4.492], [-1.862, -1.275, 4.215], [-1.108, -0.652, 5.225], [-0.051, 0.155, 4.873], [0.247, 0.324, 3.518], [-0.447, -0.254, 2.554], [-1.494, -1.042, 2.868], [-2.241, -1.665, 1.805], [-1.869, -1.417, 0.539], [-2.522, -1.975, -0.458], [-3.582, -2.861, -0.258], [-3.985, -3.145, 1.028], [-3.330, -2.522, 2.106], [-3.258, -2.296, 5.520], [-1.361, -0.820, 6.261], [0.553, 0.645, 5.619], [1.079, 0.951, 3.211], [-2.173, -1.722, -1.454], [-4.070, -3.318, -1.105], [-4.802, -3.826, 1.209], [0.440, -3.577, 0.951], [1.182, -2.117, -0.009], [2.852, -2.123, 0.706], [3.975, -2.622, 0.050], [5.215, -2.514, 0.652], [5.347, -1.925, 1.899], [4.224, -1.468, 2.573], [2.984, -1.553, 1.972], [1.250, -2.670, -1.731], [2.260, -2.211, -2.582], [2.316, -2.663, -3.888], [1.348, -3.527, -4.375], [0.312, -3.939, -3.551], [0.259, -3.511, -2.238], [1.523, -5.040, 1.362], [0.392, -6.221, 2.143], [0.649, -7.591, 1.990], [-0.184, -8.526, 2.574], [-1.251, -8.113, 3.361], [-1.492, -6.756, 3.551], [-0.669, -5.816, 2.964], [2.041, -5.839, -0.187], [1.060, -6.368, -1.027], [1.445, -7.000, -2.194], [2.787, -7.130, -2.515], [3.758, -6.630, -1.664], [3.387, -5.984, -0.497], [-0.477, -3.936, 0.477], [0.169, -3.155, 1.925], [3.886, -3.086, -0.919], [6.090, -2.877, 0.138], [6.321, -1.812, 2.344], [4.327, -1.041, 3.560], [2.102, -1.164, 2.473], [2.986, -1.497, -2.224], [3.113, -2.328, -4.534], [1.382, -3.856, -5.402], [-0.460, -4.587, -3.935], [-0.562, -3.831, -1.610], [1.494, -7.918, 1.401], [0.009, -9.578, 2.433], [-1.879, -8.845, 3.846], [-2.313, -6.443, 4.179], [-0.848, -4.766, 3.145], [0.015, -6.301, -0.761], [0.689, -7.411, -2.847], [3.075, -7.641, -3.420], [4.804, -6.755, -1.899], [4.139, -5.613, 0.184], [-2.200, 1.418, -2.502], [-2.783, 1.657, -1.162], [-2.221, 1.298, -0.022], [-3.074, 1.678, 0.975], [-4.160, 2.283, 0.430], [-3.969, 2.266, -0.927], [-4.944, 2.723, -1.898], [-6.253, 2.370, -1.442], [-7.144, 3.303, -1.087], [-8.126, 2.782, -0.526], [-7.964, 1.436, -0.421], [-8.724, 0.436, 0.177], [-8.192, -0.832, 0.174], [-6.964, -1.121, -0.436], [-6.203, -0.148, -1.050], [-6.712, 1.142, -1.023], [-1.237, 0.910, -2.385], [-2.030, 2.358, -3.027], [-2.855, 0.802, -3.117], [-2.861, 1.505, 2.009], [-5.020, 2.715, 0.897], [-4.720, 2.270, -2.871], [-4.924, 3.817, -1.986], [-9.679, 0.664, 0.619], [-8.729, -1.634, 0.653], [-6.612, -2.141, -0.422], [-5.263, -0.380, -1.528]],
  "atomic_forces_ev_per_a": [[-0.6, 0.0, 0.1], [0.0, 0.0, -0.3], [1.3, 1.4, 0.9], [-1.3, -0.9, -0.4], [-0.2, -0.5, -0.2], [0.8, 1.1, 0.2], [-0.2, -0.3, 0.1], [0.0, 0.0, 0.1], [0.0, 0.0, -0.1], [0.0, 0.0, 0.1], [0.0, 0.0, 0.0], [0.1, -0.1, 0.1], [-0.2, -0.5, -0.1], [0.1, -0.1, 0.0], [0.1, 0.1, 0.0], [0.0, -0.1, 0.0], [0.0, 0.1, 0.1], [0.0, -0.1, -0.1], [0.0, -0.1, 0.0], [-0.1, 0.0, -0.1], [0.0, 0.0, -0.1], [0.1, 0.0, 0.0], [0.0, 0.0, -0.1], [-0.1, 0.1, 0.0], [-0.1, 0.1, 0.0], [0.0, 0.1, -0.1], [0.1, 0.1, 0.0], [0.0, 0.1, 0.1], [-0.1, 0.0, 0.1], [-0.1, 0.1, 0.0], [-0.2, -0.4, 0.5], [0.4, 0.1, -0.1], [-0.6, -0.1, -0.2], [0.8, 0.6, 0.4], [-0.5, -0.4, -0.2], [0.3, 0.2, -0.7], [0.2, 0.1, -0.2], [-0.2, -0.2, 0.0], [0.1, 0.1, 0.1], [0.1, 0.3, -0.7], [-0.2, -0.2, 0.6], [-0.5, -0.4, 0.3], [0.2, -0.1, 0.0], [0.0, 0.0, -0.1], [0.0, 0.0, 0.3], [0.1, 0.1, -0.3], [0.3, 0.2, -0.2], [0.0, -0.1, 0.0], [0.0, 0.0, 0.1], [0.1, 0.1, 0.1], [-0.1, 0.0, 0.0], [-0.1, 0.0, -0.1], [-0.1, 0.0, -0.1], [0.0, 0.0, 0.0], [0.4, 0.4, 0.2], [0.6, -1.2, 0.2], [-0.3, 0.1, 0.0], [-0.2, -0.1, 0.1], [0.1, 0.0, 0.1], [-0.1, 0.0, 0.0], [0.1, 0.0, 0.1], [-0.2, 0.0, 0.0], [-0.2, 0.3, 0.2], [0.1, 0.1, 0.0], [0.0, 0.0, 0.0], [-0.1, 0.0, 0.1], [-0.1, 0.1, -0.1], [0.0, 0.1, 0.1], [-1.5, -0.6, -0.9], [0.8, 0.6, -0.1], [0.1, -0.3, 0.0], [0.1, 0.0, -0.1], [0.1, 0.0, -0.1], [0.0, 0.3, 0.0], [-0.3, 0.1, 0.2], [0.2, 0.2, 0.5], [0.0, 0.0, 0.0], [-0.2, 0.0, 0.0], [0.1, 0.0, 0.1], [0.0, 0.0, 0.0], [0.1, 0.1, 0.1], [0.1, -0.1, 0.1], [-0.1, 0.0, -0.1], [0.0, 0.0, -0.1], [0.1, -0.1, -0.1], [0.1, -0.1, 0.1], [0.0, 0.1, 0.0], [0.1, 0.0, 0.0], [0.1, 0.0, 0.0], [0.1, 0.1, -0.1], [0.0, -0.1, -0.1], [-0.1, -0.1, 0.0], [0.0, -0.1, 0.0], [0.0, -0.1, 0.0], [0.0, -0.1, 0.0], [-0.1, -0.1, 0.0], [-0.1, 0.1, 0.0], [-0.1, 0.1, 0.0], [-0.1, 0.0, 0.0], [0.0, 0.0, -0.1], [0.0, -0.1, -0.1], [0.1, 0.0, 0.0], [0.1, 0.1, 0.0], [0.0, -0.1, -0.1], [0.1, -0.1, -0.3], [0.5, -0.1, -0.1], [-0.4, 0.3, 0.1], [0.2, -0.1, 0.5], [0.6, -0.3, 0.3], [-0.5, 0.4, -0.4], [0.3, -1.5, 0.0], [0.5, 1.7, -0.4], [-1.7, 0.6, 0.8], [1.7, -0.7, -0.7], [0.0, 0.1, -0.1], [-0.1, 0.0, 0.1], [0.1, 0.1, 0.0], [0.2, -0.1, 0.0], [-0.7, 0.1, 0.3], [-0.1, 0.1, -0.1], [0.1, -0.1, -0.1], [0.0, -0.1, -0.1], [0.0, 0.0, 0.3], [-0.3, 0.1, 0.0], [0.0, 0.1, 0.2], [0.0, -0.3, 0.0], [-0.1, 0.0, 0.1], [-0.1, -0.1, 0.0], [0.0, -0.1, 0.0], [0.1, -0.1, -0.1]]
}

---

{
  "formula": "C62H53AlNO4P3S2",
  "method": "ωB97M-V/def2-TZVPD",
  "homo_lumo_gap_ev": 7.8,
  "homo_energy_ev": -12.5,
  "e_lumo_ev": -4.68,
  "charge": 2,
  "energy_ev": -130959.22192,
  "max_force_ev_per_a": 0.7,
  "species": ["Al", "O", "S", "O", "O", "C", "C", "C", "C", "C", "C", "P", "C", "C", "C", "C", "C", "C", "C", "C", "C", "C", "C", "C", "H", "H", "H", "H", "H", "H", "H", "H", "H", "H", "H", "H", "H", "H", "C", "N", "C", "P", "C", "C", "C", "C", "C", "C", "C", "C", "C", "C", "C", "C", "C", "C", "C", "C", "C", "C", "P", "C", "C", "C", "C", "C", "C", "C", "C", "C", "C", "C", "C", "H", "H", "H", "H", "H", "H", "H", "H", "H", "H", "H", "H", "H", "H", "H", "H", "H", "H", "H", "H", "H", "H", "H", "H", "H", "H", "H", "H", "H", "O", "S", "C", "C", "C", "C", "C", "C", "C", "C", "C", "C", "C", "C", "H", "H", "H", "H", "H", "H", "H", "H", "H", "H"],
  "coordinates": [[0.030, 0.260, -0.266], [-0.535, 1.835, 0.651], [-0.962, 1.012, 1.857], [-2.364, 0.755, 1.909], [-0.146, -0.241, 1.541], [-0.541, 1.800, 3.375], [-1.644, 2.235, 4.116], [-1.431, 2.875, 5.324], [-0.135, 3.064, 5.786], [0.945, 2.617, 5.039], [0.765, 1.982, 3.816], [2.195, 1.375, 2.836], [3.452, 2.633, 3.251], [4.548, 2.445, 4.089], [5.491, 3.453, 4.248], [5.344, 4.663, 3.586], [4.233, 4.877, 2.780], [3.300, 3.866, 2.609], [2.658, -0.141, 3.738], [3.934, -0.679, 3.580], [4.262, -1.899, 4.153], [3.312, -2.609, 4.873], [2.032, -2.093, 5.016], [1.705, -0.869, 4.451], [-2.645, 2.064, 3.755], [-2.277, 3.219, 5.902], [0.036, 3.558, 6.733], [1.951, 2.769, 5.408], [4.667, 1.519, 4.636], [6.340, 3.293, 4.900], [6.082, 5.444, 3.711], [4.092, 5.832, 2.290], [2.423, 4.046, 1.996], [4.683, -0.146, 3.005], [5.263, -2.293, 4.038], [3.568, -3.561, 5.319], [1.286, -2.639, 5.578], [0.701, -0.484, 4.580], [-0.863, -1.922, -3.287], [-1.866, -0.914, -3.523], [-2.917, -0.938, -2.532], [-2.515, -0.132, -0.891], [-3.319, -1.354, 0.182], [-2.521, -2.319, 0.793], [-3.100, -3.361, 1.500], [-4.482, -3.445, 1.600], [-5.281, -2.492, 0.985], [-4.705, -1.451, 0.271], [-3.479, 1.397, -1.001], [-4.366, 1.852, -0.032], [-5.053, 3.041, -0.233], [-4.850, 3.784, -1.387], [-3.952, 3.341, -2.349], [-3.268, 2.153, -2.157], [-2.279, -0.772, -4.896], [-1.420, -0.168, -5.805], [-1.795, -0.032, -7.133], [-3.033, -0.489, -7.564], [-3.887, -1.099, -6.659], [-3.511, -1.251, -5.332], [0.492, -1.262, -2.198], [1.711, -2.588, -2.112], [3.068, -2.279, -1.999], [4.006, -3.292, -1.903], [3.597, -4.620, -1.912], [2.250, -4.933, -2.012], [1.304, -3.922, -2.107], [1.141, 0.003, -3.343], [2.011, -0.321, -4.380], [2.365, 0.638, -5.320], [1.843, 1.921, -5.240], [0.960, 2.251, -4.219], [0.616, 1.294, -3.280], [-0.359, -2.175, -4.220], [-1.287, -2.841, -2.862], [-3.224, -1.962, -2.282], [-3.787, -0.411, -2.915], [-1.439, -2.255, 0.734], [-2.475, -4.104, 1.977], [-4.936, -4.256, 2.153], [-6.359, -2.561, 1.056], [-5.340, -0.724, -0.220], [-4.516, 1.290, 0.880], [-5.752, 3.388, 0.517], [-5.396, 4.705, -1.539], [-3.790, 3.917, -3.251], [-2.582, 1.801, -2.924], [-0.456, 0.199, -5.473], [-1.119, 0.446, -7.830], [-3.327, -0.375, -8.599], [-4.848, -1.473, -6.987], [-4.182, -1.753, -4.646], [3.380, -1.242, -2.007], [5.058, -3.047, -1.825], [4.330, -5.413, -1.847], [1.932, -5.967, -2.020], [0.257, -4.187, -2.178], [2.409, -1.325, -4.463], [3.043, 0.378, -6.122], [2.114, 2.663, -5.980], [0.534, 3.244, -4.165], [-0.105, 1.573, -2.509], [1.775, 0.658, -0.477], [2.844, 1.707, -0.056], [4.234, 0.706, 0.424], [5.419, 1.379, 0.706], [6.541, 0.633, 1.027], [6.471, -0.756, 1.057], [5.272, -1.404, 0.802], [4.133, -0.671, 0.492], [3.440, 2.390, -1.571], [4.267, 1.710, -2.459], [4.765, 2.389, -3.556], [4.456, 3.734, -3.747], [3.637, 4.405, -2.852], [3.122, 3.731, -1.755], [5.465, 2.462, 0.671], [7.472, 1.138, 1.249], [7.355, -1.332, 1.295], [5.212, -2.483, 0.854], [3.187, -1.163, 0.320], [4.549, 0.679, -2.284], [5.411, 1.874, -4.254], [4.871, 4.263, -4.595], [3.410, 5.452, -2.996], [2.491, 4.245, -1.039]],
  "atomic_forces_ev_per_a": [[0.0, -0.3, 0.0], [0.0, 0.1, 0.0], [-0.4, 0.1, 0.0], [0.1, 0.1, 0.1], [-0.1, 0.0, 0.1], [-0.2, -0.1, 0.0], [0.1, -0.1, 0.0], [0.1, 0.0, 0.0], [-0.1, 0.0, -0.1], [0.1, 0.1, 0.1], [0.2, -0.1, -0.1], [0.2, -0.1, 0.4], [0.0, 0.0, 0.0], [0.0, 0.0, 0.0], [0.0, 0.0, 0.0], [0.0, 0.0, 0.0], [0.0, 0.0, 0.0], [0.0, 0.0, 0.0], [-0.2, 0.0, 0.0], [0.1, 0.1, 0.0], [0.0, 0.0, 0.0], [0.0, 0.0, 0.0], [0.0, 0.0, 0.0], [0.0, 0.0, 0.1], [0.0, 0.0, 0.0], [0.0, 0.0, 0.0], [0.0, 0.0, 0.0], [0.0, 0.0, 0.0], [0.0, 0.0, 0.0], [0.0, 0.0, 0.0], [0.0, 0.0, 0.0], [0.0, 0.0, 0.0], [0.0, 0.0, -0.1], [-0.1, 0.0, 0.2], [0.0, 0.0, 0.0], [0.0, 0.0, 0.0], [0.0, 0.0, 0.0], [0.0, 0.0, 0.0], [0.0, -0.1, 0.3], [0.0, 0.3, 0.0], [0.1, -0.1, -0.1], [0.0, -0.2, 0.0], [0.0, 0.0, 0.1], [0.0, 0.0, 0.0], [0.0, 0.0, 0.0], [0.0, 0.0, 0.0], [0.0, 0.0, 0.0], [0.0, 0.0, 0.0], [0.1, 0.0, 0.0], [0.0, 0.0, 0.1], [0.0, 0.0, 0.0], [0.0, 0.0, 0.0], [0.0, 0.0, 0.0], [0.0, 0.0, 0.0], [-0.1, -0.2, 0.0], [0.1, 0.0, 0.0], [0.0, 0.0, 0.0], [0.0, 0.0, 0.0], [0.0, 0.0, 0.0], [0.0, 0.0, 0.0], [0.2, 0.5, -0.5], [0.1, 0.0, 0.2], [-0.1, 0.0, -0.1], [0.0, 0.0, 0.0], [0.0, 0.0, 0.0], [0.0, 0.0, 0.0], [0.0, 0.0, 0.0], [0.0, 0.0, 0.0], [0.0, 0.0, 0.0], [0.0, -0.1, 0.0], [-0.1, 0.0, 0.0], [0.1, 0.0, -0.1], [0.0, 0.0, 0.1], [0.0, -0.1, 0.0], [0.0, 0.0, 0.0], [-0.1, 0.0, 0.0], [0.0, 0.0, 0.0], [0.0, 0.0, 0.0], [0.0, 0.0, 0.0], [0.0, 0.0, 0.0], [0.0, 0.0, 0.0], [0.0, 0.0, 0.0], [0.0, 0.0, 0.0], [0.0, 0.0, 0.0], [0.0, 0.0, 0.0], [0.0, 0.0, 0.0], [0.0, 0.0, 0.0], [-0.1, 0.0, 0.0], [0.0, 0.0, 0.0], [0.0, 0.0, 0.0], [0.0, 0.0, 0.0], [0.0, 0.0, 0.0], [0.0, -0.1, 0.0], [0.0, 0.0, 0.0], [0.0, 0.0, 0.0], [0.0, 0.0, 0.0], [0.0, 0.0, 0.0], [0.0, 0.0, 0.0], [0.0, 0.0, 0.0], [0.0, 0.0, 0.0], [0.0, 0.0, 0.0], [0.0, 0.0, 0.0], [-0.1, -0.3, -0.2], [0.0, 0.5, 0.0], [-0.1, 0.0, -0.2], [0.0, 0.0, 0.0], [0.0, 0.1, 0.0], [0.0, 0.0, 0.0], [0.1, 0.0, -0.1], [0.0, 0.1, 0.0], [0.1, 0.0, 0.0], [0.0, 0.0, -0.1], [0.0, 0.0, 0.0], [0.0, 0.0, 0.0], [0.0, 0.0, 0.0], [0.0, 0.0, 0.0], [0.0, 0.0, 0.0], [0.0, 0.0, 0.0], [0.0, 0.0, 0.0], [0.0, 0.0, 0.0], [0.0, 0.0, 0.0], [0.0, 0.0, 0.0], [0.0, 0.0, 0.0], [0.0, 0.0, 0.0], [0.0, 0.0, 0.0], [0.0, 0.0, 0.0]]
}

---

In eV, the ΔE to the lowest compared entry with this formula, charge and spin values for the records above are, in order, 1.515; 1.241.